No. 1
Below is a structure of composition C17H28ClIN3P2Pt at a distorted geometry, with properties calculated with wB97M-V/def2-TZVPD.

Structure (XYZ):
```
53
Properties=species:S:1:pos:R:3:forces:R:3
Pt -0.3871 0.2435 -0.1226 1.906 -5.009 -0.530
I -2.0045 -2.5758 1.0333 -0.627 0.397 0.023
Cl -0.3170 0.2828 -2.5393 -0.370 -0.155 1.431
P 0.9424 -1.9403 -0.3869 0.986 -1.597 -0.847
P -1.2516 2.2044 -0.0271 -0.357 1.590 0.497
N -0.1951 -0.0912 2.2251 0.484 -1.149 1.784
N 0.3135 -0.7626 4.3168 0.023 0.348 0.261
N 3.9533 -2.8842 9.7906 -1.050 0.802 -1.991
C -0.2272 3.3141 -0.9731 -0.284 0.407 0.131
C 1.3147 -1.9769 7.7857 -2.449 0.705 -0.967
C 2.7109 -2.0283 7.6427 1.079 -0.498 1.375
C 0.5038 -1.5153 6.7114 0.422 -0.679 1.373
C 1.0857 -1.1307 5.4730 -0.277 -0.320 -0.422
C -1.3263 -0.0591 2.9981 -0.683 -0.335 0.959
C 3.4254 -2.4909 8.8076 0.675 -0.268 0.506
C 2.4912 -1.2076 5.3678 1.806 -0.552 0.688
C -1.4692 2.7731 1.6858 -0.106 0.379 -0.153
C -2.8879 1.9088 -0.7337 0.145 0.153 -0.023
C 0.0478 -3.1710 -1.4066 -0.464 0.451 0.254
C 1.6294 0.4335 0.7294 1.779 3.227 -2.606
C 0.7789 -0.5298 3.0201 -0.152 0.040 0.354
C 2.5097 -1.7534 -1.3121 -0.246 0.556 0.006
C 1.4776 -2.9880 1.0265 -0.199 0.434 0.268
C 3.3227 -1.6459 6.4251 -0.465 0.862 -2.195
C -1.0513 -0.4383 4.2713 -0.398 -0.628 1.214
H 2.9452 -2.7393 -1.4900 -0.237 -0.081 0.083
H 2.2647 -2.5128 1.6195 -0.062 -0.151 -0.203
H -2.2890 0.1856 2.5671 0.186 0.029 0.282
H -0.8276 -3.4987 -0.8035 0.447 -0.250 -0.697
H -0.5227 2.6921 2.2542 -0.485 0.207 -0.347
H 0.7548 3.4093 -0.5162 0.059 -0.007 0.173
H 2.3188 -1.2670 -2.2675 -0.021 -0.001 -0.029
H -0.5768 -1.5138 6.8116 0.183 0.003 0.223
H 3.2309 -1.1607 -0.7580 0.054 0.041 -0.010
H 4.4170 -1.6716 6.2627 -0.818 -0.060 0.303
H -0.3184 -2.6669 -2.3065 0.030 -0.282 0.036
H 1.9131 0.8837 -0.2551 0.495 -0.522 0.597
H 0.6214 -3.2138 1.6626 0.280 -0.061 0.023
H -0.7039 4.2847 -0.9894 -0.017 0.450 -0.130
H 1.8631 -3.9264 0.6101 -0.009 0.234 -0.052
H 1.8267 -0.7487 2.7955 -0.920 0.394 -0.092
H -3.3701 2.8976 -0.7134 -0.328 -0.362 -0.170
H -1.6787 -0.5867 5.1704 0.372 0.360 -0.945
H 0.6882 -4.0369 -1.6368 -0.183 0.351 0.061
H 1.6025 1.3305 1.3575 -0.025 -0.556 0.315
H -1.8054 3.8278 1.6287 0.195 -0.450 0.271
H -0.1016 2.9416 -1.9829 -0.109 -0.076 -0.146
H -3.4207 1.1747 -0.0947 0.146 0.531 -0.417
H 2.4314 -0.2564 1.0129 -0.717 -0.139 -0.014
H 2.9471 -0.9510 4.4128 0.156 0.010 0.467
H -2.7698 1.5162 -1.7600 -0.223 0.329 0.476
H -2.2492 2.1691 2.1857 0.380 0.539 -0.351
H 0.9044 -2.2996 8.7711 -0.006 0.358 -1.096
```
Forces are in eV/Å.

## Properties
Spin multiplicity: 5
E_HOMO (spin up / spin down), eV: -16.44 / -17.92
Charge: +3
⟨S²⟩: 6.0575

Charges computed using Mulliken, reported in e: number 1, Pt, carries 1.372; number 2, I, carries 0.426; number 3, Cl, carries -0.325; number 4, P, carries 0.229; number 5, P, carries 0.541; number 6, N, carries 0.502; number 7, N, carries 0.329; number 8, N, carries -0.186; number 9, C, carries -1.107; number 10, C, carries -0.884; number 11, C, carries 0.776; number 12, C, carries -0.573; number 13, C, carries 1.787; number 14, C, carries -2.104; number 15, C, carries -0.174; number 16, C, carries -0.402; number 17, C, carries -1.050; number 18, C, carries -1.075; number 19, C, carries -0.950; number 20, C, carries -2.113; number 21, C, carries -0.361; number 22, C, carries -1.215; number 23, C, carries -1.068; number 24, C, carries -0.973; number 25, C, carries -0.009; number 26, H, carries 0.501; number 27, H, carries 0.268; number 28, H, carries 0.955; number 29, H, carries 0.269; number 30, H, carries 0.296; number 31, H, carries 0.388; number 32, H, carries 0.391; number 33, H, carries 0.362; number 34, H, carries 0.422; number 35, H, carries 0.475; number 36, H, carries 0.350; number 37, H, carries 0.503; number 38, H, carries 0.336; number 39, H, carries 0.438; number 40, H, carries 0.497; number 41, H, carries -0.021; number 42, H, carries 0.424; number 43, H, carries 0.431; number 44, H, carries 0.452; number 45, H, carries 0.475; number 46, H, carries 0.512; number 47, H, carries 0.385; number 48, H, carries 0.380; number 49, H, carries 0.540; number 50, H, carries 0.360; number 51, H, carries 0.394; number 52, H, carries 0.346; number 53, H, carries 0.478

---

No. 2
Below is a structure of composition C17H28ClN5O7STi, with properties calculated with wB97M-V/def2-TZVPD.

Structure (XYZ):
```
60
Properties=species:S:1:pos:R:3:forces:R:3
Ti 0.1574 -0.6251 -0.8285 -0.232 -0.215 0.378
Cl -2.6694 -2.3067 -1.8180 -0.105 -0.029 -0.073
S 2.0435 2.1484 1.6280 -0.034 -0.011 0.005
O 1.2981 -1.8421 -4.6988 0.002 0.009 0.037
O -3.8644 -2.6602 -1.0978 0.072 0.036 0.002
O -0.5929 0.9596 -1.2714 -0.064 0.031 -0.069
O -1.7666 -1.6506 -0.8524 0.006 -0.044 0.040
O -2.9858 -1.3777 -2.8689 0.042 -0.010 0.018
O -2.0307 -3.4762 -2.3379 -0.006 0.016 0.014
O 0.5385 -1.4280 -2.6423 0.064 0.099 -0.045
N -0.3214 2.9568 2.4903 0.017 0.020 -0.065
N 2.1333 0.2195 -1.0084 0.123 -0.003 -0.051
N -0.3736 0.8036 1.7628 -0.039 0.131 -0.002
N 0.2061 -0.3046 1.1252 0.024 -0.130 -0.380
N 1.0032 -2.3979 -0.0207 -0.108 0.224 0.025
C -1.8647 1.9154 -3.0287 0.003 0.019 0.002
C 1.2085 -2.3712 1.3661 -0.046 0.066 0.076
C -1.5686 1.9322 -1.5298 0.047 0.072 0.031
C 1.8242 -3.5072 1.9991 0.014 -0.036 -0.076
C 2.5352 0.6196 -2.3552 0.044 0.029 -0.013
C -1.5378 2.1481 4.5088 0.001 0.011 0.007
C 1.4096 -1.3445 -3.5848 0.040 -0.056 -0.059
C -2.8256 1.5977 -0.7296 -0.005 0.003 0.000
C 2.1433 -4.6082 1.2765 -0.016 0.061 0.057
C 0.3497 1.8559 1.9455 0.018 -0.002 -0.025
C 0.7671 -1.2236 1.9800 0.166 -0.153 0.117
C -1.0128 3.2914 -1.1055 -0.028 -0.016 0.009
C 2.7062 -0.5965 -3.2518 -0.016 0.003 0.000
C 1.2957 -3.5362 -0.6938 0.050 -0.097 0.023
C 1.8571 -4.6422 -0.1246 -0.033 0.058 -0.044
C -1.6050 2.8131 3.1352 -0.016 -0.014 0.051
C 0.8526 -0.9403 3.4466 -0.022 0.014 0.004
H 3.4684 1.1968 -2.3320 -0.009 -0.009 -0.003
H 2.7868 -0.4529 -0.6150 0.000 0.004 0.007
H -0.7741 3.2851 -0.0415 0.009 0.014 0.002
H -3.5763 2.3861 -0.8465 -0.002 -0.003 0.002
H -2.5604 1.4983 0.3242 0.003 -0.007 -0.007
H 2.0585 -5.5179 -0.7261 -0.001 -0.002 -0.002
H -1.0904 1.1598 4.4151 -0.010 -0.012 -0.021
H 1.4074 -0.0171 3.6385 0.011 -0.016 -0.005
H -0.1451 -0.8165 3.8790 -0.001 -0.017 -0.001
H -0.0972 3.5103 -1.6600 0.009 -0.006 -0.001
H -2.5362 2.0408 4.9434 0.005 -0.002 0.006
H 3.3695 -1.3176 -2.7574 0.004 0.012 -0.005
H 1.0426 -3.5203 -1.7468 -0.001 0.002 -0.009
H 1.7510 1.2742 -2.7432 0.014 -0.007 -0.020
H 0.3190 3.6362 2.8658 -0.012 -0.011 0.018
H -2.2197 0.9282 -3.3238 0.000 -0.006 0.004
H -2.2432 2.2238 2.4777 0.006 -0.012 0.004
H 3.1787 -0.3203 -4.1946 -0.012 0.010 0.004
H -0.9237 2.7385 5.1946 -0.013 0.007 0.007
H 2.0224 -3.4752 3.0622 0.004 -0.001 0.006
H -2.0532 3.8087 3.2234 0.019 0.005 -0.007
H 2.1185 1.0070 -0.3429 -0.015 -0.002 0.035
H -0.9521 2.1403 -3.5865 -0.001 0.003 -0.010
H 2.6022 -5.4629 1.7624 0.003 -0.004 0.004
H 1.3469 -1.7567 3.9715 0.021 -0.003 0.005
H -2.6225 2.6643 -3.2807 0.000 -0.010 -0.002
H -3.2461 0.6525 -1.0723 0.000 -0.008 0.003
H -1.7417 4.0841 -1.3039 0.005 -0.003 -0.005
```
Forces are in eV/Å.

## Properties
E_HOMO (spin up / spin down), eV: -0.03 / -0.04
Charge: -2

Charges computed using Mulliken, reported in e: number 1, Ti, carries -0.667; number 2, Cl, carries 1.802; number 3, S, carries -0.657; number 4, O, carries -0.759; number 5, O, carries -0.733; number 6, O, carries 0.659; number 7, O, carries -0.281; number 8, O, carries -0.684; number 9, O, carries -0.675; number 10, O, carries -0.768; number 11, N, carries -0.117; number 12, N, carries -0.063; number 13, N, carries -1.039; number 14, N, carries 1.605; number 15, N, carries 0.552; number 16, C, carries -1.686; number 17, C, carries 1.149; number 18, C, carries 1.674; number 19, C, carries -1.222; number 20, C, carries -0.333; number 21, C, carries -0.935; number 22, C, carries 0.591; number 23, C, carries -1.398; number 24, C, carries -0.244; number 25, C, carries -0.086; number 26, C, carries 0.299; number 27, C, carries -1.384; number 28, C, carries -0.628; number 29, C, carries -0.229; number 30, C, carries -1.053; number 31, C, carries -0.146; number 32, C, carries -1.886; number 33, H, carries 0.359; number 34, H, carries 0.316; number 35, H, carries 0.158; number 36, H, carries 0.456; number 37, H, carries 0.107; number 38, H, carries 0.372; number 39, H, carries 0.027; number 40, H, carries 0.277; number 41, H, carries 0.108; number 42, H, carries 0.260; number 43, H, carries 0.403; number 44, H, carries 0.256; number 45, H, carries 0.448; number 46, H, carries 0.114; number 47, H, carries 0.224; number 48, H, carries 0.275; number 49, H, carries -0.024; number 50, H, carries 0.336; number 51, H, carries 0.280; number 52, H, carries 0.205; number 53, H, carries 0.531; number 54, H, carries -0.274; number 55, H, carries 0.292; number 56, H, carries 0.385; number 57, H, carries 0.368; number 58, H, carries 0.441; number 59, H, carries 0.210; number 60, H, carries 0.432

---

Among the records above, which one has the highest charge? C17H28ClIN3P2Pt